{
  "formula": "C5H10O",
  "method": "ωB97M-V/def2-TZVPD",
  "elements": ["O", "C", "C", "C", "C", "C", "H", "H", "H", "H", "H", "H", "H", "H", "H", "H"],
  "xyz": [[-0.225, -1.984, 0.540], [0.577, -0.991, -0.085], [0.848, 0.190, 0.874], [-0.148, 1.312, 0.487], [-1.107, 0.687, -0.544], [-0.235, -0.375, -1.224], [0.259, -2.281, 1.321], [1.513, -1.445, -0.449], [0.698, -0.149, 1.906], [1.886, 0.532, 0.799], [0.397, 2.145, 0.027], [-0.673, 1.720, 1.356], [-1.970, 0.216, -0.054], [-1.487, 1.431, -1.255], [-0.799, -1.125, -1.788], [0.466, 0.117, -1.910]],
  "forces_ev_per_angstrom": [[0.0, -0.2, 0.2], [0.2, 0.3, -0.2], [0.0, 0.0, 0.0], [0.0, 0.1, 0.0], [0.0, 0.0, 0.0], [0.0, 0.0, -0.1], [-0.2, 0.0, -0.1], [-0.2, 0.1, 0.1], [0.0, 0.1, -0.1], [-0.2, 0.0, 0.0], [-0.1, -0.1, 0.1], [0.1, -0.1, -0.1], [0.2, 0.1, -0.1], [0.0, -0.2, 0.2], [0.1, 0.1, 0.1], [-0.1, -0.1, 0.0]],
  "multiplicity": 1,
  "energy_ev": -7394.6264,
  "e_above_lowest_kcal_mol": 3.2,
  "fmax_ha_per_bohr": 0.00769,
  "homo_ev": -10.1037,
  "total_charge": 0,
  "orbital_gap_ev": 11.114
}

***

{
  "formula": "C5H10O",
  "method": "ωB97M-V/def2-TZVPD",
  "elements": ["C", "C", "C", "C", "C", "O", "H", "H", "H", "H", "H", "H", "H", "H", "H", "H"],
  "xyz": [[-0.328, 1.659, 0.869], [0.713, 1.204, 0.175], [0.585, 0.389, -1.092], [-0.513, -0.676, -0.972], [-0.408, -1.458, 0.369], [0.818, -1.285, 1.060], [-0.214, 2.147, 1.832], [-1.344, 1.542, 0.499], [1.722, 1.346, 0.556], [1.534, -0.111, -1.304], [0.383, 1.055, -1.940], [-0.445, -1.365, -1.825], [-1.503, -0.206, -1.053], [-1.258, -1.196, 1.011], [-0.463, -2.529, 0.177], [0.718, -0.517, 1.638]],
  "forces_ev_per_angstrom": [[0.1, 0.1, -0.1], [-0.2, 0.2, 0.0], [0.0, 0.0, 0.0], [0.0, 0.0, 0.0], [-0.3, -0.2, -0.2], [0.0, -0.1, 0.2], [0.1, 0.1, -0.2], [0.1, -0.1, 0.1], [-0.1, 0.1, 0.0], [-0.1, 0.1, 0.1], [0.0, -0.1, 0.1], [0.1, 0.1, 0.2], [0.2, -0.1, 0.1], [0.2, -0.1, 0.0], [-0.2, 0.0, -0.1], [0.1, -0.2, -0.2]],
  "multiplicity": 1,
  "energy_ev": -7393.4626,
  "e_above_lowest_kcal_mol": 30.0,
  "fmax_ha_per_bohr": 0.00762,
  "homo_ev": -9.4934,
  "total_charge": 0,
  "orbital_gap_ev": 10.539
}

***

{
  "formula": "C5H10O2",
  "method": "ωB97M-V/def2-TZVPD",
  "elements": ["C", "C", "O", "C", "C", "C", "O", "H", "H", "H", "H", "H", "H", "H", "H", "H", "H"],
  "xyz": [[-1.794, 0.443, -0.788], [-1.422, 0.448, 0.694], [-0.382, -0.458, 1.010], [0.835, -0.018, 0.465], [1.890, -1.067, 0.754], [0.798, 0.135, -1.049], [1.220, 1.116, -1.627], [-2.627, 1.127, -0.909], [-1.043, 0.951, -1.425], [-2.092, -0.534, -1.193], [-1.151, 1.484, 0.963], [-2.258, 0.165, 1.339], [1.111, 0.966, 0.877], [2.849, -0.743, 0.340], [1.981, -1.201, 1.833], [1.615, -2.029, 0.303], [0.472, -0.783, -1.588]],
  "forces_ev_per_angstrom": [[-0.3, 0.7, -0.3], [-0.4, 0.1, -0.1], [0.0, 0.1, -0.2], [0.3, 0.1, -0.1], [0.2, 0.0, 0.1], [1.0, 0.5, -0.4], [-0.1, -0.9, 0.4], [-0.6, 0.0, 0.1], [-0.6, -0.7, 0.4], [0.3, 0.2, 0.2], [0.1, -0.3, 0.1], [0.0, 0.0, -0.3], [0.0, -0.1, 0.0], [0.0, -0.1, 0.1], [0.1, 0.0, -0.1], [0.0, 0.2, 0.1], [0.0, 0.2, 0.0]],
  "multiplicity": 1,
  "energy_ev": -9441.0219,
  "e_above_lowest_kcal_mol": 46.6,
  "fmax_ha_per_bohr": 0.02343,
  "homo_ev": -9.6305,
  "total_charge": 0,
  "orbital_gap_ev": 10.660
}

***

{
  "formula": "C5H10O2",
  "method": "ωB97M-V/def2-TZVPD",
  "elements": ["C", "O", "C", "C", "O", "C", "C", "H", "H", "H", "H", "H", "H", "H", "H", "H", "H"],
  "xyz": [[1.399, 1.414, 0.086], [0.271, 0.746, -0.469], [0.302, -0.769, -0.709], [0.407, -1.628, 0.547], [-0.996, -1.920, 0.523], [-1.112, -1.125, -0.671], [-1.427, 1.053, 0.183], [1.820, 0.830, 0.914], [2.130, 1.578, -0.712], [1.059, 2.380, 0.473], [0.988, -0.890, -1.540], [0.743, -1.114, 1.458], [0.994, -2.548, 0.409], [-1.697, -1.590, -1.461], [-2.212, 1.133, -0.563], [-1.624, 0.414, 1.049], [-1.046, 2.037, 0.482]],
  "forces_ev_per_angstrom": [[0.3, 0.0, -0.1], [0.2, -0.5, -0.1], [-0.2, 0.3, 0.1], [0.4, 0.0, 0.2], [0.0, 0.0, 0.2], [0.1, 0.3, -0.3], [-0.6, -0.3, 0.2], [0.1, 0.1, -0.2], [0.1, 0.0, 0.3], [0.0, -0.2, -0.1], [0.0, -0.1, -0.1], [-0.2, -0.1, -0.1], [-0.1, 0.3, 0.0], [0.0, 0.1, 0.0], [0.0, 0.0, 0.4], [-0.2, 0.3, -0.3], [0.0, -0.2, -0.2]],
  "multiplicity": 1,
  "energy_ev": -9435.3845,
  "e_above_lowest_kcal_mol": 176.6,
  "fmax_ha_per_bohr": 0.01413,
  "homo_ev": [-6.4250, -6.4240],
  "total_charge": 0,
  "orbital_gap_ev": [7.255, 7.254]
}

***

{
  "formula": "C5H10O2",
  "method": "ωB97M-V/def2-TZVPD",
  "elements": ["C", "O", "C", "C", "O", "C", "C", "H", "H", "H", "H", "H", "H", "H", "H", "H", "H"],
  "xyz": [[-0.079, -1.208, -1.874], [0.487, -0.158, -1.133], [-0.384, 0.634, -0.364], [-1.508, -0.054, 0.430], [-0.791, 0.074, 1.659], [0.205, 0.911, 1.037], [1.612, 0.435, 1.310], [-0.396, -2.039, -1.228], [-0.937, -0.886, -2.483], [0.710, -1.569, -2.535], [-0.694, 1.519, -0.939], [-1.738, -1.097, 0.187], [-2.443, 0.525, 0.438], [0.071, 1.957, 1.352], [2.341, 1.119, 0.864], [1.781, 0.396, 2.390], [1.764, -0.560, 0.886]],
  "forces_ev_per_angstrom": [[-0.1, -0.2, -0.2], [0.0, 0.0, 0.1], [-0.1, 0.1, 0.0], [-0.3, -0.1, -0.2], [0.0, -0.1, 0.2], [0.3, 0.2, 0.0], [0.0, 0.0, 0.0], [0.0, 0.1, -0.1], [0.1, 0.0, 0.1], [-0.2, 0.0, 0.0], [0.1, -0.2, 0.1], [0.1, 0.2, 0.1], [0.2, -0.1, 0.0], [0.0, -0.1, 0.0], [-0.1, -0.1, 0.1], [0.0, 0.0, -0.1], [0.0, 0.1, 0.1]],
  "multiplicity": 1,
  "energy_ev": -9440.4109,
  "e_above_lowest_kcal_mol": 60.7,
  "fmax_ha_per_bohr": 0.00728,
  "homo_ev": -9.7748,
  "total_charge": 0,
  "orbital_gap_ev": 10.775
}

***

{
  "formula": "C5H10O2",
  "method": "ωB97M-V/def2-TZVPD",
  "elements": ["O", "C", "C", "C", "C", "C", "O", "H", "H", "H", "H", "H", "H", "H", "H", "H", "H"],
  "xyz": [[-2.499, -0.930, 2.648], [-1.995, -0.714, 1.579], [-0.447, -0.856, 1.493], [0.250, -0.628, 0.199], [0.211, 0.839, -0.403], [1.346, 0.959, -1.425], [0.975, 0.164, -2.560], [-2.561, -0.390, 0.709], [-0.068, -0.350, 2.387], [-0.389, -1.936, 1.699], [1.330, -0.611, 0.452], [0.170, -1.348, -0.612], [0.290, 1.659, 0.334], [-0.818, 1.005, -0.744], [1.642, 1.967, -1.688], [2.311, 0.576, -1.062], [0.252, 0.594, -3.004]],
  "forces_ev_per_angstrom": [[-0.8, 0.0, -0.2], [2.0, 0.2, 0.9], [-2.2, -1.4, 0.1], [2.6, 2.8, -0.2], [-0.3, -0.3, 1.0], [-0.7, -0.5, -0.3], [1.1, -0.1, 0.1], [-0.4, 0.0, -0.5], [0.2, 0.1, -0.4], [0.3, 0.1, 0.3], [-0.3, -0.8, 0.0], [-0.6, -0.1, 0.2], [0.4, -0.7, 0.3], [0.3, 0.2, -1.0], [-0.6, 0.6, -0.3], [-0.6, -0.5, 0.2], [-0.4, 0.3, -0.2]],
  "multiplicity": 1,
  "energy_ev": -9440.7936,
  "e_above_lowest_kcal_mol": 51.9,
  "fmax_ha_per_bohr": 0.07373,
  "homo_ev": -9.6650,
  "total_charge": 0,
  "orbital_gap_ev": 10.528
}

***

{
  "formula": "C5H10O2",
  "method": "ωB97M-V/def2-TZVPD",
  "elements": ["C", "C", "O", "C", "C", "C", "O", "H", "H", "H", "H", "H", "H", "H", "H", "H", "H"],
  "xyz": [[2.532, -0.685, 0.039], [1.048, -0.939, -0.139], [0.385, 0.314, -0.189], [-0.937, 0.295, 0.287], [-1.418, 1.738, 0.381], [-1.865, -0.460, -0.653], [-2.910, -0.954, -0.305], [2.700, -0.123, 0.962], [3.078, -1.633, 0.099], [2.931, -0.102, -0.797], [0.857, -1.511, -1.061], [0.664, -1.535, 0.703], [-0.991, -0.189, 1.276], [-2.431, 1.772, 0.790], [-0.745, 2.309, 1.027], [-1.418, 2.204, -0.610], [-1.529, -0.480, -1.714]],
  "forces_ev_per_angstrom": [[0.0, 0.0, 0.0], [0.1, -0.2, 0.0], [0.0, 0.1, 0.0], [-0.2, 0.0, 0.1], [-0.1, 0.1, 0.0], [-0.3, -0.1, 0.1], [0.5, 0.2, -0.2], [0.0, -0.1, -0.1], [-0.1, 0.1, 0.0], [-0.1, -0.1, 0.1], [0.0, 0.1, 0.1], [0.0, 0.1, -0.1], [0.0, 0.1, -0.1], [0.1, 0.0, -0.1], [-0.1, -0.1, -0.1], [0.0, -0.1, 0.1], [-0.1, 0.0, 0.1]],
  "multiplicity": 1,
  "energy_ev": -9441.3846,
  "e_above_lowest_kcal_mol": 38.2,
  "fmax_ha_per_bohr": 0.01053,
  "homo_ev": -9.6122,
  "total_charge": 0,
  "orbital_gap_ev": 10.550
}

***

{
  "formula": "C5H10O2",
  "method": "ωB97M-V/def2-TZVPD",
  "elements": ["C", "O", "C", "C", "C", "C", "O", "H", "H", "H", "H", "H", "H", "H", "H", "H", "H"],
  "xyz": [[1.841, -0.195, 0.487], [0.849, -0.595, 1.395], [-0.095, -1.490, 0.857], [-0.754, -0.990, -0.429], [-1.324, 0.409, -0.512], [-0.719, 1.591, -0.380], [-1.334, 2.720, -0.853], [1.428, 0.368, -0.361], [2.410, -1.045, 0.082], [2.512, 0.465, 1.041], [0.377, -2.464, 0.630], [-0.833, -1.661, 1.647], [-1.553, -1.698, -0.677], [-0.019, -1.100, -1.238], [-2.329, 0.484, -0.919], [0.232, 1.768, 0.114], [-0.690, 3.434, -0.882]],
  "forces_ev_per_angstrom": [[0.3, 0.1, -0.1], [0.0, 0.1, 0.1], [-0.2, -0.1, 0.0], [0.1, 0.0, -0.1], [0.0, 0.3, -0.1], [-0.1, -0.5, 0.1], [-0.1, 0.3, 0.2], [0.2, -0.2, 0.1], [0.0, 0.0, 0.1], [0.0, -0.1, -0.1], [0.0, 0.2, 0.1], [0.1, 0.1, -0.1], [0.1, 0.1, 0.1], [-0.1, 0.0, 0.0], [0.1, -0.1, -0.2], [-0.1, -0.1, -0.2], [-0.1, 0.0, 0.1]],
  "multiplicity": 1,
  "energy_ev": -9440.4067,
  "e_above_lowest_kcal_mol": 60.8,
  "fmax_ha_per_bohr": 0.00963,
  "homo_ev": -8.6057,
  "total_charge": 0,
  "orbital_gap_ev": 9.399
}

***

{
  "formula": "C5H10O2",
  "method": "ωB97M-V/def2-TZVPD",
  "elements": ["C", "C", "O", "C", "C", "C", "O", "H", "H", "H", "H", "H", "H", "H", "H", "H", "H"],
  "xyz": [[-0.308, -1.439, -1.556], [-0.535, -0.575, -0.336], [0.306, -1.041, 0.721], [0.480, 0.009, 1.674], [-0.145, 1.269, 1.051], [-0.156, 0.906, -0.436], [1.111, 1.093, -1.036], [-0.489, -2.488, -1.300], [0.718, -1.338, -1.920], [-0.993, -1.155, -2.361], [-1.594, -0.639, -0.029], [1.557, 0.129, 1.849], [0.015, -0.268, 2.627], [-1.172, 1.409, 1.406], [0.421, 2.182, 1.253], [-0.865, 1.496, -1.023], [1.720, 0.476, -0.606]],
  "forces_ev_per_angstrom": [[0.0, 0.0, 0.0], [-0.1, 0.0, -0.2], [0.0, -0.1, 0.0], [0.1, 0.2, 0.2], [0.0, 0.1, 0.0], [-0.3, 0.0, 0.0], [0.2, -0.1, 0.1], [0.0, 0.1, 0.0], [-0.1, 0.0, 0.0], [0.1, 0.0, 0.1], [0.1, 0.0, 0.0], [-0.2, 0.0, 0.0], [0.0, 0.0, -0.1], [0.2, 0.0, -0.1], [0.0, -0.1, 0.0], [0.1, -0.1, 0.1], [0.0, 0.1, -0.1]],
  "multiplicity": 1,
  "energy_ev": -9441.7895,
  "e_above_lowest_kcal_mol": 28.9,
  "fmax_ha_per_bohr": 0.00601,
  "homo_ev": -9.6936,
  "total_charge": 0,
  "orbital_gap_ev": 10.668
}

***

{
  "formula": "C5H10O2",
  "method": "ωB97M-V/def2-TZVPD",
  "elements": ["C", "C", "C", "O", "C", "C", "O", "H", "H", "H", "H", "H", "H", "H", "H", "H", "H"],
  "xyz": [[-1.990, -0.194, -0.501], [-0.490, -0.008, -0.694], [0.314, -1.252, -0.339], [1.672, -0.844, -0.356], [1.727, 0.462, 0.170], [0.211, 1.029, 0.174], [-0.213, 0.975, 1.524], [-2.560, 0.691, -0.799], [-2.345, -1.037, -1.109], [-2.220, -0.403, 0.548], [-0.257, 0.263, -1.730], [0.020, -1.616, 0.660], [0.201, -2.060, -1.060], [2.358, 1.111, -0.437], [2.260, 0.397, 1.165], [0.146, 2.063, -0.189], [0.688, 0.722, 1.725]],
  "forces_ev_per_angstrom": [[0.0, 0.1, 0.0], [0.1, -0.1, -0.2], [-0.2, -0.2, -0.1], [0.0, 0.0, -0.2], [-0.3, 0.6, -0.4], [0.9, -0.2, -0.6], [0.4, -0.1, -0.2], [0.1, -0.1, 0.0], [0.1, 0.2, 0.1], [0.0, 0.0, -0.1], [-0.1, -0.2, -0.1], [0.1, 0.0, -0.1], [0.0, 0.0, 0.0], [0.1, -0.2, -0.2], [-0.9, 0.4, -0.4], [0.1, -0.3, -0.1], [-0.4, -0.1, 2.5]],
  "multiplicity": 1,
  "energy_ev": -9440.8965,
  "e_above_lowest_kcal_mol": 49.5,
  "fmax_ha_per_bohr": 0.05022,
  "homo_ev": -9.9756,
  "total_charge": 0,
  "orbital_gap_ev": 10.947
}

***

{
  "formula": "C5H10O2",
  "method": "ωB97M-V/def2-TZVPD",
  "elements": ["C", "C", "O", "C", "C", "C", "O", "H", "H", "H", "H", "H", "H", "H", "H", "H", "H"],
  "xyz": [[1.003, -0.394, -1.963], [-0.194, 0.201, -1.220], [-1.256, -0.703, -1.101], [0.248, 0.502, 0.197], [-0.716, 0.873, 1.311], [-0.250, -0.353, 2.059], [0.181, -1.055, 0.880], [0.670, -0.772, -2.931], [1.796, 0.347, -2.127], [1.413, -1.225, -1.379], [-0.552, 1.087, -1.769], [-0.959, -1.234, -0.324], [1.205, 1.080, 0.233], [-0.529, 1.807, 1.840], [-1.743, 0.803, 0.947], [-0.978, -0.834, 2.728], [0.662, -0.123, 2.620]],
  "forces_ev_per_angstrom": [[0.0, -0.1, -0.1], [0.2, 0.1, 0.1], [-0.3, -0.3, -0.4], [0.0, -1.3, 0.5], [-0.1, 0.3, 0.0], [0.1, 0.3, 0.5], [1.1, 2.4, -0.6], [0.1, 0.0, 0.0], [-0.2, -0.1, 0.1], [0.0, 0.1, -0.1], [0.1, 0.0, 0.4], [-0.5, 0.0, -0.5], [-0.3, -1.2, 0.3], [-0.1, 0.1, -0.3], [0.0, 0.0, 0.2], [0.2, -0.4, -0.5], [-0.2, 0.0, 0.3]],
  "multiplicity": 1,
  "energy_ev": -9440.1320,
  "e_above_lowest_kcal_mol": 67.1,
  "fmax_ha_per_bohr": 0.05284,
  "homo_ev": -9.9975,
  "total_charge": 0,
  "orbital_gap_ev": 11.033
}

***

{
  "formula": "C5H10O2",
  "method": "ωB97M-V/def2-TZVPD",
  "elements": ["C", "C", "C", "O", "H", "H", "H", "H", "H", "H", "C", "C", "O", "H", "H", "H", "H"],
  "xyz": [[1.628, -0.173, 0.055], [0.894, -0.214, -1.061], [0.279, 0.994, -1.716], [-0.981, 0.751, -2.281], [1.853, 0.775, 0.550], [2.213, -1.030, 0.387], [0.763, -1.147, -1.613], [0.275, 1.827, -0.987], [0.933, 1.300, -2.544], [-1.484, 0.279, -1.591], [-0.416, -0.762, 1.916], [-1.230, -0.122, 0.944], [-1.680, -0.671, -0.052], [0.222, -0.338, 2.686], [-0.350, -1.830, 1.812], [-1.637, -0.590, 2.343], [-1.284, 0.953, 1.153]],
  "forces_ev_per_angstrom": [[0.6, 0.1, -0.9], [0.6, 0.0, 0.2], [0.5, 0.2, 0.1], [-0.2, -0.1, 0.3], [-0.3, -0.2, 0.0], [-0.3, 0.1, 0.0], [0.0, 0.1, 0.2], [-0.1, -0.1, -0.2], [-0.1, 0.0, 0.1], [-0.1, 0.1, -0.3], [-3.2, -1.0, 2.3], [1.6, 1.0, -2.0], [-0.6, 0.2, 0.5], [-0.2, 0.6, -0.5], [0.3, -0.4, -0.2], [2.2, -1.0, 0.7], [-0.6, 0.4, -0.4]],
  "multiplicity": 1,
  "energy_ev": -9439.0399,
  "e_above_lowest_kcal_mol": 92.3,
  "fmax_ha_per_bohr": 0.07812,
  "homo_ev": -9.4708,
  "total_charge": 0,
  "orbital_gap_ev": 10.235
}